(1)
11
Properties=species:S:1:pos:R:3:forces:R:3:mulliken_charge:R:1 method="wB97M-V/def2-TZVPD" homo_lumo_gap_ev=10.067 smiles=C#Cc1ccn[nH]1 homo_energy_ev=-9.08 e_above_lowest_ev=2.108 charge=0
C 2.828 0.002 0.112 -0.544 -0.757 -0.489 -0.092
C 1.632 0.099 0.123 0.284 -0.071 0.012 -0.514
C 0.225 0.086 0.062 -0.208 0.065 0.107 0.541
C -0.654 -0.871 -0.407 -0.016 0.049 0.142 -0.433
C -1.916 -0.282 -0.210 -0.201 0.021 0.040 -0.394
N -1.830 0.924 0.341 -0.086 -0.162 -0.134 -0.828
N -0.522 1.125 0.492 0.047 0.146 0.068 0.290
H 3.702 -0.505 -0.196 0.870 0.419 0.286 0.362
H -0.413 -1.858 -0.780 -0.037 0.281 -0.016 0.369
H -2.888 -0.689 -0.447 0.081 0.033 0.043 0.454
H -0.163 1.968 0.910 -0.190 -0.024 -0.060 0.246



(2)
11
Properties=species:S:1:pos:R:3:forces:R:3:mulliken_charge:R:1 method="wB97M-V/def2-TZVPD" homo_lumo_gap_ev=9.695 smiles=C#Cc1cn[nH]c1 homo_energy_ev=-8.79 e_above_lowest_ev=2.547 charge=0
C -0.908 0.913 -2.349 -0.148 0.037 0.430 -0.226
C -0.995 0.737 -1.158 0.090 0.042 -0.579 -0.357
C -0.557 0.124 0.057 0.373 0.008 -0.172 0.380
C 0.095 -1.121 -0.133 0.167 -0.226 0.028 -0.267
N 0.976 -1.373 0.807 -0.210 -0.055 0.087 -0.752
N 0.869 -0.324 1.639 -0.029 0.029 0.322 0.265
C -0.043 0.596 1.251 0.084 -0.039 -0.109 -0.530
H -0.662 1.001 -3.382 -0.387 0.246 0.039 0.377
H -0.066 -1.776 -0.979 0.198 0.015 0.168 0.469
H 1.534 -0.245 2.390 -0.256 -0.049 0.104 0.218
H -0.243 1.469 1.858 0.118 -0.008 -0.319 0.423



(3)
11
Properties=species:S:1:pos:R:3:forces:R:3:mulliken_charge:R:1 method="wB97M-V/def2-TZVPD" homo_lumo_gap_ev=8.179 homo_energy_ev=-8.35 e_above_lowest_ev=5.607 charge=0
C -0.868 2.461 -0.076 6.272 -12.787 1.618 -0.646
C -0.192 1.229 0.095 -5.342 12.983 -1.198 -0.272
C 0.001 -0.109 0.228 -1.791 -4.781 -3.020 0.694
C -1.210 -0.866 -0.167 0.384 0.064 2.588 0.143
N -2.090 -1.572 0.052 -0.693 -0.325 -0.951 -0.469
C 1.105 -0.886 -0.057 -0.144 -0.072 1.693 -0.238
N 2.248 -0.216 -0.136 6.208 1.815 2.494 -0.497
H -0.917 3.473 -0.102 -0.338 2.521 -0.125 0.398
H 1.245 -2.067 -0.086 -1.021 2.891 -0.094 0.285
H 3.066 -0.648 0.390 -1.241 -0.370 -1.589 0.286
H 2.488 0.787 0.240 -2.295 -1.940 -1.416 0.317



(4)
12
Properties=species:S:1:pos:R:3:forces:R:3:mulliken_charge:R:1 method="wB97M-V/def2-TZVPD" homo_lumo_gap_ev=7.768 homo_energy_ev=-9.99 e_above_lowest_ev=8.794 charge=0
C 0.159 0.471 0.206 -1.446 -1.261 -1.441 1.930
C 1.026 0.321 -1.019 4.174 -2.033 -3.284 -0.450
C 1.221 -0.157 1.155 -1.375 -0.618 2.634 -0.385
C -1.117 -0.426 0.053 -2.651 -1.591 -0.664 -0.715
C -2.223 -1.008 -0.159 4.629 1.855 0.810 -0.348
H -2.057 1.426 -0.055 4.156 0.272 0.801 0.356
H 0.851 0.705 -2.086 -0.284 -0.540 1.944 0.342
H 0.992 -0.460 2.271 0.659 0.970 -2.336 0.325
H -2.999 -1.744 -0.345 0.237 0.740 0.153 0.372
N 2.223 -0.327 -0.874 -5.025 3.140 1.108 -0.391
N 2.262 -0.572 0.572 0.248 -0.640 0.078 -0.334
O -0.339 1.772 0.281 -3.322 -0.293 0.197 -0.702



(5)
12
Properties=species:S:1:pos:R:3:forces:R:3:mulliken_charge:R:1 method="wB97M-V/def2-TZVPD" homo_lumo_gap_ev="8.018 / 8.018" homo_energy_ev="-8.86 / -8.86" e_above_lowest_ev=5.678 charge=0
C -2.313 1.210 -0.969 -1.560 0.867 -0.599 0.298
C -0.815 -0.794 1.228 2.454 -1.157 1.071 -0.404
C -1.847 0.596 0.143 4.050 -3.254 3.214 0.127
C -0.075 0.070 0.545 -2.784 3.188 -2.102 0.675
C 2.132 -0.160 -0.335 -1.501 -1.998 -2.146 -0.651
N -2.635 1.787 -1.909 -0.031 0.268 -0.648 -0.392
N -2.138 -0.385 0.966 -1.241 1.046 -1.688 -0.509
O 0.970 0.670 0.044 1.385 -1.044 1.057 -0.350
H -0.396 -1.638 1.785 -0.978 0.163 0.146 0.359
H 3.140 0.246 -0.256 -0.665 0.857 0.056 0.265
H 1.824 -0.460 -1.394 1.148 0.650 1.054 0.286
H 2.152 -1.142 0.151 -0.277 0.415 0.585 0.296



(6)
12
Properties=species:S:1:pos:R:3:forces:R:3:mulliken_charge:R:1 method="wB97M-V/def2-TZVPD" homo_lumo_gap_ev=10.612 smiles="C[C@@H](C#N)C(=O)C#N" homo_energy_ev=-11.65 e_above_lowest_ev=0.980 charge=0
C 1.241 1.490 -0.280 -0.769 -2.018 1.022 -1.266
C 0.237 0.375 -0.873 0.204 0.938 1.018 0.315
C 0.949 -0.921 -0.926 -0.177 0.179 -0.291 0.089
N 1.555 -1.897 -0.995 -0.341 0.452 0.095 -0.374
C -1.083 0.336 0.009 1.056 0.831 -0.261 0.473
O -2.082 0.956 -0.237 0.809 -0.840 0.148 -0.462
C -0.785 -0.342 1.305 1.200 -1.365 2.221 0.132
N -0.280 -0.845 2.240 -1.590 1.409 -2.498 -0.325
H 1.438 1.257 0.791 -0.052 0.178 -0.717 0.344
H 0.807 2.459 -0.350 -0.403 0.703 -0.173 0.385
H 2.172 1.436 -0.817 0.252 0.004 -0.252 0.360
H -0.037 0.761 -1.849 -0.189 -0.470 -0.310 0.329



(7)
12
Properties=species:S:1:pos:R:3:forces:R:3:mulliken_charge:R:1 method="wB97M-V/def2-TZVPD" homo_lumo_gap_ev=8.875 smiles=c1cc2conc2[nH]1 homo_energy_ev=-8.30 e_above_lowest_ev=3.254 charge=0
C -1.174 -0.307 -1.330 3.529 -0.812 2.290 -0.493
C -0.759 -1.082 -0.248 -4.115 -1.699 -0.135 -0.490
C 0.206 -0.351 0.436 2.228 -0.895 4.536 0.684
C 0.869 -0.252 1.683 0.253 -0.145 -1.094 -0.446
O 1.527 0.958 1.715 -1.450 -2.070 -0.008 -0.106
N 1.232 1.687 0.606 -0.713 -0.756 -3.206 -0.494
C 0.535 0.807 -0.228 0.004 0.897 1.807 0.226
N -0.204 0.766 -1.406 -0.270 -2.404 2.861 -0.076
H -1.802 -0.785 -2.031 -0.601 0.787 -1.327 0.397
H -1.424 -1.992 0.182 2.039 2.222 -1.309 0.251
H 1.057 -1.001 2.497 -0.243 1.280 -0.838 0.378
H -0.062 1.552 -1.876 -0.661 3.595 -3.577 0.169



(8)
13
Properties=species:S:1:pos:R:3:forces:R:3:mulliken_charge:R:1 method="wB97M-V/def2-TZVPD" homo_lumo_gap_ev=9.437 smiles="C=Cc1cc(=O)nno1" homo_energy_ev=-9.98 e_above_lowest_ev=4.860 charge=0
C -0.508 -1.613 -1.740 -3.220 1.775 -1.037 -0.641
C -0.871 -0.365 -1.229 0.553 -2.290 -0.303 -0.510
C -0.094 0.203 -0.047 0.144 -4.347 -3.949 0.722
C -0.110 1.336 0.530 0.879 4.075 2.453 -0.283
C 0.740 1.512 1.764 -2.865 -2.354 -2.408 0.401
O 0.767 2.410 2.517 0.649 1.850 0.918 -0.460
N 1.260 0.233 2.180 1.805 -0.381 1.285 -0.184
N 1.447 -0.751 1.483 -0.636 1.119 0.443 -0.078
O 0.844 -0.707 0.232 0.380 -1.627 -0.225 -0.154
H -1.168 -2.054 -2.545 0.351 1.113 0.730 0.224
H 0.175 -2.416 -1.567 1.123 0.609 1.092 0.302
H -1.822 0.109 -1.616 1.506 -0.333 0.546 0.258
H -0.660 2.102 0.040 -0.669 0.793 0.453 0.401



(9)
13
Properties=species:S:1:pos:R:3:forces:R:3:mulliken_charge:R:1 method="wB97M-V/def2-TZVPD" homo_lumo_gap_ev=10.648 smiles="C#CC1C(=O)NNC1=O" homo_energy_ev=-10.10 e_above_lowest_ev=3.719 charge=0
C 0.463 -1.764 2.227 -0.136 -0.734 1.958 0.436
C -0.052 -1.064 1.396 0.062 0.215 0.623 -1.222
C -0.548 -0.281 0.281 -2.574 0.799 -0.657 0.698
C 0.149 -0.707 -0.928 1.459 0.466 -1.940 0.171
O 0.135 -1.854 -1.291 0.752 0.788 -0.775 -0.522
N 0.800 0.456 -1.515 -1.965 0.715 4.432 -0.234
N 0.007 1.700 -1.058 -0.056 -3.487 1.443 -0.262
C -0.531 1.315 0.237 -0.029 -0.899 -0.992 0.257
O -1.000 2.080 1.017 0.209 0.014 0.176 -0.498
H 0.730 -2.356 3.162 -0.324 1.156 -2.133 0.388
H -1.617 -0.643 -0.111 1.619 1.003 1.602 0.227
H 0.867 0.619 -2.443 0.321 -0.530 -3.796 0.273
H 0.596 2.501 -0.974 0.662 0.494 0.060 0.287



(10)
17
Properties=species:S:1:pos:R:3:forces:R:3:mulliken_charge:R:1 method="wB97M-V/def2-TZVPD" homo_lumo_gap_ev=5.931 homo_energy_ev=-7.91 charge=0
Tl 0.283 -0.071 -2.459 0.239 0.242 -0.362 0.663
Se 2.664 -0.831 -3.891 -1.041 -0.118 0.869 -0.187
Se 2.576 0.762 -5.521 -0.363 0.370 -0.280 -0.032
Se 0.301 0.696 -6.175 0.526 -0.240 -0.189 -0.058
Se -0.681 1.774 -4.431 0.178 -0.608 1.177 -0.172
O 0.684 0.805 -0.288 0.165 0.116 -0.552 -0.768
N 0.120 0.291 0.781 -0.282 -0.319 0.117 0.504
C 0.433 0.859 1.968 0.118 0.180 0.156 -0.191
C -0.096 0.417 3.149 -0.041 -0.050 -0.014 -0.677
C -0.989 -0.653 3.127 -0.002 -0.023 -0.128 -0.117
C -1.297 -1.229 1.919 0.038 0.062 0.128 -0.800
C -0.737 -0.764 0.720 0.006 -0.019 -0.048 0.700
S -1.157 -1.550 -0.754 0.432 0.394 -0.776 -0.390
H 1.127 1.681 1.892 -0.002 -0.012 -0.082 0.402
H 0.184 0.901 4.072 0.028 0.038 -0.030 0.383
H -1.431 -1.025 4.040 -0.001 -0.007 -0.003 0.390
H -1.982 -2.061 1.850 0.001 -0.006 0.014 0.349



(11)
10
Properties=species:S:1:pos:R:3:forces:R:3:mulliken_charge:R:1 method="wB97M-V/def2-TZVPD" homo_lumo_gap_ev=9.239 smiles="C#CC(=O)C=C" homo_energy_ev=-10.13 e_above_lowest_ev=2.738 charge=0
C 2.462 -0.736 1.227 -2.950 2.521 -2.335 -0.230
C 1.469 -0.271 0.593 5.566 -2.926 2.963 -0.326
C 0.420 -0.047 -0.339 -0.529 -0.239 -4.011 0.787
O 0.534 -0.328 -1.570 0.409 0.526 3.398 -0.548
C -0.811 0.529 0.187 -3.632 -1.143 -4.453 -0.445
C -1.915 0.433 -0.710 0.498 -1.135 0.639 -0.478
H 3.463 -0.883 1.684 -1.505 -0.046 -0.404 0.366
H -0.801 0.791 1.195 -0.525 0.755 1.422 0.397
H -3.053 0.631 -0.493 2.656 0.006 -0.024 0.254
H -1.768 -0.119 -1.775 0.011 1.681 2.805 0.224



(12)
10
Properties=species:S:1:pos:R:3:forces:R:3:mulliken_charge:R:1 method="wB97M-V/def2-TZVPD" homo_lumo_gap_ev=10.133 smiles=C#CC#CCO homo_energy_ev=-9.49 e_above_lowest_ev=3.075 charge=0
C 0.480 -2.677 -2.030 0.487 -0.628 -0.512 -0.072
C 0.352 -1.604 -1.534 -1.221 2.625 1.671 -0.387
C 0.067 -0.425 -0.779 0.336 0.469 1.381 0.025
C -0.044 0.441 0.095 2.145 -3.193 -3.513 0.064
C 0.113 1.447 1.125 -0.311 -1.190 -1.213 -0.379
O -1.017 1.250 1.875 -1.747 0.786 2.615 -0.520
H 0.741 -3.592 -2.480 -0.052 -0.416 -0.225 0.450
H 0.123 2.355 0.569 0.383 1.406 0.194 0.242
H 0.994 1.285 1.758 -0.172 0.161 -0.326 0.253
H -1.809 1.520 1.401 0.152 -0.020 -0.072 0.323